# 1
A cluster of 2 separate species, C5H17N2O in total, computed with ωB97M-V with the def2-TZVPD basis set.

CARTESIAN COORDINATES (ANGSTROEM)
C  0.59764  0.41424  1.26409
N  -0.36246  -0.63982  1.48971
C  -1.49919  -0.30544  2.33439
C  1.26604  0.15407  -0.08518
N  0.17056  0.20178  -1.10670
C  0.46084  -0.34864  -2.46015
C  2.48220  1.00695  -0.40190
H  1.36106  0.51868  2.03999
H  0.05779  1.36027  1.23256
H  0.04749  -1.53553  1.70199
H  -2.02609  -1.22466  2.59561
H  -1.24428  0.20425  3.26892
H  -2.19552  0.24444  1.71174
H  1.58136  -0.89403  -0.04578
H  -0.04860  1.24228  -1.27470
H  -0.63292  -0.28901  -0.69596
H  1.50760  -0.20040  -2.70142
H  0.21599  -1.41124  -2.48153
H  -0.15343  0.23499  -3.15162
H  3.34763  0.62185  0.13521
H  2.71842  0.98814  -1.45777
H  2.32770  2.03981  -0.09665
H  -3.58555  -0.73067  0.12792
H  -3.44495  -1.00958  -1.34939
O  -2.94935  -0.64274  -0.59338

Cartesian forces (eV/Å) of the 6 atoms listed first:
0.1 0.0 -0.2
-0.2 -0.1 0.1
0.1 -0.7 -0.3
0.1 -0.8 0.3
0.9 0.2 -0.4
-0.1 -0.1 0.3

Computed properties:
HOMO (spin up / spin down)   -2.51 / -9.27 eV
Calculated total energy   -385.30765 Ha
Multiplicity   2
Energy relative to the best compared isomer or geometry (same formula, charge and spin)   148.7 kJ/mol
Kohn-Sham gap (spin up / spin down)   3.4 / 9.9 eV

Want to see where the charge sits? The natural (NBO) charges in e are:
1 C -0.25
2 N -0.65
3 C -0.42
4 C -0.06
5 N -0.72
6 C -0.55
7 C -0.67
8 H 0.19
9 H 0.21
10 H 0.37
11 H 0.20
12 H 0.18
13 H 0.20
14 H 0.19
15 H 0.15
16 H 0.46
17 H 0.21
18 H 0.21
19 H 0.19
20 H 0.22
21 H 0.22
22 H 0.22
23 H 0.46
24 H 0.46
25 O -1.00

# 2
A cluster of 2 separate species, C5H17N2O in total, computed with ωB97M-V with the def2-TZVPD basis set.

CARTESIAN COORDINATES (ANGSTROEM)
C  2.32972  -0.24718  -0.32896
C  1.06193  -1.03382  -0.16800
C  -0.00839  -0.50520  -1.10657
C  -1.40562  -1.10045  -0.92459
C  -1.96546  -0.80347  0.46040
N  -2.13321  0.64437  0.64067
N  2.22638  1.02757  0.45228
H  3.15028  -0.85309  0.06940
H  2.59616  -0.11364  -1.38132
H  1.17252  -2.07580  -0.45766
H  0.65553  -1.07580  0.83022
H  0.19942  -0.64477  -2.15559
H  -0.11455  0.56231  -1.04632
H  -2.00915  -0.68566  -1.72270
H  -1.39768  -2.18384  -1.05244
H  -2.91481  -1.30630  0.56715
H  -1.34640  -1.31827  1.15983
H  -2.79488  0.82326  1.38271
H  -2.58049  1.00191  -0.15482
H  -1.00303  1.40387  0.89803
H  2.79294  1.77437  0.07350
H  2.59007  0.91182  1.38882
H  1.07782  1.29083  0.66828
H  -0.10752  2.70971  0.79848
O  -0.07160  1.79728  1.10922

Cartesian forces (eV/Å) of the 6 atoms listed first:
1.0 -1.1 0.8
-1.1 -0.4 -1.5
-1.0 -0.1 -0.4
0.5 0.0 0.5
-0.8 -0.5 -1.4
-0.4 -0.9 1.4

Computed properties:
HOMO   -14.12 eV
Calculated total energy   -385.22377 Ha
Net charge   +1
Energy relative to the best compared isomer or geometry (same formula, charge and spin)   44.6 kJ/mol
Kohn-Sham gap   11.4 eV

Want to see where the charge sits? The natural (NBO) charges in e are:
1 C -0.23
2 C -0.44
3 C -0.40
4 C -0.40
5 C -0.23
6 N -0.81
7 N -0.75
8 H 0.22
9 H 0.23
10 H 0.24
11 H 0.21
12 H 0.22
13 H 0.19
14 H 0.21
15 H 0.22
16 H 0.21
17 H 0.20
18 H 0.40
19 H 0.38
20 H 0.48
21 H 0.42
22 H 0.42
23 H 0.47
24 H 0.49
25 O -0.95

# 3
A cluster of 2 separate species, C5H17N2O in total, computed with ωB97M-V with the def2-TZVPD basis set.

CARTESIAN COORDINATES (ANGSTROEM)
N  0.22789  -0.21500  -2.02811
C  0.85747  1.01260  -1.51813
C  -0.11386  1.92058  -0.76070
N  -0.91910  0.99689  0.07590
C  -0.46601  0.84423  1.47702
C  -0.27931  -0.63278  1.87550
C  -1.51064  -1.47423  1.62131
H  -0.22314  -0.67501  -1.22457
H  -0.57076  0.05117  -2.60462
H  0.90884  -0.86785  -2.40806
H  1.72681  0.80626  -0.90313
H  1.29365  1.56758  -2.35408
H  0.40721  2.73295  -0.26564
H  -0.78721  2.35164  -1.50586
H  -1.85074  1.38825  0.07306
H  -1.28930  1.22599  2.08591
H  0.39019  1.44824  1.77738
H  0.01350  -0.53124  2.91917
H  0.58324  -0.96084  1.29043
H  -2.49380  -1.07115  1.85340
H  -1.45917  -2.38138  2.20137
H  -1.55103  -1.68451  0.55015
H  2.01822  -2.61905  -0.59606
H  3.01948  -1.54490  -0.76552
O  2.06757  -1.68843  -0.86610

Cartesian forces (eV/Å) of the 6 atoms listed first:
-0.9 0.3 1.0
1.6 2.0 -0.2
-0.9 -1.9 -0.8
0.5 1.3 -0.1
-1.4 -0.5 0.4
0.2 1.9 -0.2

Computed properties:
HOMO   -13.17 eV
Calculated total energy   -385.20783 Ha
Net charge   +1
Energy relative to the best compared isomer or geometry (same formula, charge and spin)   86.4 kJ/mol
Kohn-Sham gap   10.2 eV

Want to see where the charge sits? The natural (NBO) charges in e are:
1 N -0.68
2 C -0.24
3 C -0.23
4 N -0.68
5 C -0.23
6 C -0.41
7 C -0.62
8 H 0.46
9 H 0.43
10 H 0.47
11 H 0.23
12 H 0.22
13 H 0.22
14 H 0.20
15 H 0.38
16 H 0.20
17 H 0.20
18 H 0.22
19 H 0.19
20 H 0.22
21 H 0.23
22 H 0.19
23 H 0.50
24 H 0.50
25 O -0.98

# 4
A cluster of 2 separate species, C5H17N2O in total, computed with ωB97M-V with the def2-TZVPD basis set.

CARTESIAN COORDINATES (ANGSTROEM)
N  2.27266  -1.44741  -0.68314
C  1.00476  -1.81303  -1.37224
C  -0.07990  -0.76483  -1.28954
N  -0.11133  -0.08706  0.01334
C  -0.66245  -0.01800  2.28403
C  -1.21590  -0.22319  0.88247
C  -2.42213  0.71260  0.51216
H  2.65317  -0.57740  -1.19093
H  2.11489  -1.08236  0.22213
H  2.96840  -2.17694  -0.70430
H  0.43420  -2.76180  -0.87357
H  1.09509  -2.13585  -2.49151
H  -1.11828  -1.17679  -1.53058
H  0.23243  -0.04820  -2.08644
H  0.13599  0.98409  -0.02031
H  -1.44430  0.03073  3.03037
H  -0.02851  0.80347  2.22598
H  -0.02522  -0.87153  2.49840
H  -1.59624  -1.20970  0.89359
H  -2.10511  1.59677  -0.05067
H  -3.18108  0.15318  -0.12212
H  -2.76483  0.92319  1.50808
H  1.05109  2.86131  0.47259
H  0.52020  3.97119  -0.30227
O  0.77282  3.01207  -0.36138

Cartesian forces (eV/Å) of the 6 atoms listed first:
0.2 1.9 -3.2
-3.3 -4.4 -0.5
-0.5 2.2 -0.4
2.7 2.0 -1.4
-0.9 -1.5 -0.4
-1.3 0.9 0.3

Computed properties:
HOMO   -12.44 eV
Calculated total energy   -385.15316 Ha
Net charge   +1
Energy relative to the best compared isomer or geometry (same formula, charge and spin)   230.0 kJ/mol
Kohn-Sham gap   9.0 eV

Want to see where the charge sits? The natural (NBO) charges in e are:
1 N -0.67
2 C -0.27
3 C -0.25
4 N -0.71
5 C -0.59
6 C -0.05
7 C -0.64
8 H 0.44
9 H 0.46
10 H 0.45
11 H 0.24
12 H 0.26
13 H 0.24
14 H 0.20
15 H 0.41
16 H 0.22
17 H 0.19
18 H 0.20
19 H 0.19
20 H 0.22
21 H 0.22
22 H 0.22
23 H 0.46
24 H 0.49
25 O -0.94

# 5
A cluster of 2 separate species, C5H17N2O in total, computed with ωB97M-V with the def2-TZVPD basis set.

CARTESIAN COORDINATES (ANGSTROEM)
C  0.83965  -1.00927  1.42374
C  0.62509  0.23212  0.56483
C  -0.76652  0.52324  0.04957
C  -1.81807  0.61213  1.15980
C  -3.61049  -0.70461  0.09739
N  -3.19518  0.57180  0.67933
N  1.58862  0.10950  -0.65499
H  0.22725  -0.96023  2.30978
H  1.87825  -1.14844  1.71003
H  0.43358  -1.86483  0.87116
H  1.00520  1.11061  1.08983
H  -1.10155  -0.27874  -0.61966
H  -0.77044  1.46311  -0.51415
H  -1.68484  -0.26625  1.79507
H  -1.73268  1.50522  1.78293
H  -3.46069  -0.76813  -0.98294
H  -3.09104  -1.56202  0.54551
H  -4.66472  -0.85726  0.29784
H  -3.33648  1.26970  -0.04833
H  2.36849  -0.46487  -0.34193
H  1.97400  1.02851  -0.87507
H  1.09668  -0.27499  -1.45696
H  5.72304  -0.02941  -3.45923
H  6.10909  1.04957  -2.45774
O  5.36377  0.71355  -2.96581

Cartesian forces (eV/Å) of the 6 atoms listed first:
-0.9 -0.1 -0.9
0.7 0.4 0.2
-0.2 0.0 -0.1
-0.7 -0.3 0.0
0.0 -0.4 0.1
0.4 -0.1 -0.4

Computed properties:
HOMO   -12.00 eV
Calculated total energy   -385.19610 Ha
Net charge   +1
Energy relative to the best compared isomer or geometry (same formula, charge and spin)   117.2 kJ/mol
Kohn-Sham gap   8.6 eV

Want to see where the charge sits? The natural (NBO) charges in e are:
1 C -0.65
2 C -0.01
3 C -0.46
4 C -0.21
5 C -0.43
6 N -0.60
7 N -0.68
8 H 0.26
9 H 0.23
10 H 0.23
11 H 0.22
12 H 0.21
13 H 0.22
14 H 0.19
15 H 0.22
16 H 0.18
17 H 0.19
18 H 0.22
19 H 0.36
20 H 0.44
21 H 0.45
22 H 0.44
23 H 0.48
24 H 0.48
25 O -0.95